No. 1
The following is a quantum chemistry calculation of 2 unconnected molecules or ions with the total composition C3H11NO3, from the Open Molecules 2025 dataset.

Last column: natural (NBO) charge in e.
Atoms and positions in Å:
N1 0.3882 1.3022 -1.9433  -0.816
C1 -0.8062 0.8678 -1.1777  -0.130
C2 -0.8030 1.1786 0.3501  -0.102
O1 -0.7780 2.6404 0.7192  -0.704
C3 -0.9878 -0.5994 -1.3568  -0.067
O2 -1.3905 -1.0110 -2.6686  -0.703
H1 1.2027 1.1305 -1.3545  0.361
H2 0.2807 2.3180 -1.9984  0.362
H3 -1.7421 1.3773 -1.4130  0.180
H4 -1.4805 0.5785 0.9844  0.188
H5 0.2218 0.9962 0.7105  0.175
H6 -1.4113 2.8617 0.0177  0.449
H7 0.0019 -1.0437 -1.1110  0.162
H8 -1.7136 -1.0803 -0.6760  0.177
H9 -1.4541 -0.1718 -3.1401  0.467
O3 3.6940 -3.8717 5.1493  -0.939
H10 4.0469 -3.6375 4.2749  0.470
H11 2.7968 -3.5286 5.1755  0.469

Atomic forces in eV per Å
-1.4819 0.8692 0.6873
-0.5810 0.4772 1.7231
3.3429 0.6565 1.4886
-1.6742 -2.1508 -2.0938
0.1941 -2.0440 0.2312
0.2529 0.9674 0.3900
-0.0784 0.0135 -0.1691
0.5609 -0.2424 -0.1922
0.0274 0.2540 -1.3173
-0.1719 0.5552 -0.5955
-0.2636 -0.9783 -0.0236
-0.0175 1.4112 0.5993
-0.4077 -0.0517 -0.2564
0.2378 0.5950 0.0286
0.0594 -0.3311 -0.5009
0.2774 0.0462 -0.3619
-0.2794 -0.0856 0.4556
0.0027 0.0386 -0.0928

Output
HOMO-LUMO gap: 0.4011 Ha
E_LUMO: 0.7 eV
F_max: 3.72 eV/Å

---

No. 2
The following is a quantum chemistry calculation of C4H5NO in the gas phase, from the Open Molecules 2025 dataset.

Last column: natural (NBO) charge in e.
Atoms and positions in Å:
O1 -2.5527 -0.0289 -0.0111  -0.576
C1 -1.3232 0.0815 0.0094  0.624
C2 -0.4137 1.3036 0.0399  -0.312
C3 0.8231 0.8397 -0.0204  -0.140
C4 0.9018 -0.6815 0.0769  -0.283
N1 -0.4547 -0.9973 -0.2756  -0.600
H1 -0.7882 2.3784 -0.0889  0.249
H2 1.7545 1.4304 -0.3594  0.225
H3 1.3623 -1.1873 0.9981  0.219
H4 1.4724 -1.1224 -0.7850  0.209
H5 -0.7815 -2.0160 0.4162  0.384

Atomic forces in eV per Å
2.3475 0.6514 0.4308
-1.7637 -0.2540 -0.7347
-1.4611 0.7207 -0.4673
2.9819 0.6841 -0.5661
1.3227 -0.1240 -1.5280
-2.4663 -4.9576 4.7217
0.6689 -1.9319 0.2907
-1.6111 -0.8143 1.1417
-1.0049 1.1496 -0.8978
0.2274 0.7591 0.7894
0.7588 4.1169 -3.1802

Output
HOMO-LUMO gap: 0.3806 Ha
E_LUMO: 0.7 eV
F_max: 7.28 eV/Å

---

No. 3
The following is a quantum chemistry calculation of C2H2N4O2 in the gas phase, from the Open Molecules 2025 dataset.

Last column: natural (NBO) charge in e.
Atoms and positions in Å:
O1 1.9922 -0.6275 1.5538  -0.557
N1 0.9745 0.4075 1.4365  -0.119
C1 0.2263 0.2425 0.4013  0.456
N2 0.7162 -0.6301 -0.5880  -0.066
N3 -0.0868 -0.7221 -1.5179  -0.122
C2 -1.4017 0.0441 -1.4096  0.093
N4 -1.8839 0.7077 -0.3421  -0.054
O2 -0.7345 1.0894 0.4016  -0.324
H1 2.4227 -0.4992 2.2927  0.464
H2 -2.2251 -0.0123 -2.2285  0.230

Atomic forces in eV per Å
-4.6305 -0.1260 -7.2672
1.1786 -1.9354 1.3043
5.6283 -1.0359 3.5931
-2.3622 0.3286 -0.3368
-1.4620 0.8090 -1.8581
-3.4222 0.6880 1.6684
2.9501 -1.5195 -4.4309
-2.9604 1.6584 -0.2021
3.0869 1.8262 6.1740
1.9934 -0.6934 1.3554

Output
HOMO-LUMO gap: 0.2874 Ha
E_LUMO: -1.7 eV
F_max: 8.62 eV/Å